Entry from OMol25: C4H6N2O2 in the gas phase (ωB97M-V/def2-TZVPD).

Each line ends with the Löwdin charge.
CARTESIAN COORDINATES (ANGSTROEM)
C1 1.598 -0.433 -0.191  -0.507
C2 0.303 -0.339 0.577  -0.231
C3 -0.568 0.911 0.181  -0.097
C4 -1.807 0.190 -0.544  -0.127
H1 1.596 1.739 -0.164  0.258
H2 0.648 -0.286 1.597  0.148
H3 -0.671 1.532 1.052  0.087
H4 -0.319 1.639 -0.700  0.126
H5 -2.618 0.648 -1.175  0.118
H6 -0.271 -2.338 0.150  0.113
N1 -1.621 -1.043 -0.426  -0.015
N2 -0.611 -1.443 0.363  -0.003
O1 2.219 0.740 -0.267  0.036
O2 2.121 -1.518 -0.452  0.095

Its net charge is 0. Its electronic energy is -415.9238 Ha. The LUMO energy comes out at 0.1242 eV. The HOMO energy comes out at -9.0 eV. As for the SMILES: O=C(O)[C@H]1CC=NN1. The HOMO-LUMO gap comes out at 0.3336 Eh. The strongest force on any atom comes out at 0.1101 Eh/bohr.

***

Entry from OMol25: C10H11FNP in the gas phase (ωB97M-V/def2-TZVPD).

Each line ends with the Löwdin charge.
CARTESIAN COORDINATES (ANGSTROEM)
C1 -0.287 1.468 -1.111  -0.014
C2 1.706 0.903 0.134  -0.083
C3 0.153 2.767 -1.225  -0.014
C4 2.145 2.211 0.028  -0.017
C5 0.475 0.502 -0.427  -0.339
C6 1.357 3.128 -0.640  -0.284
C7 -0.325 -1.316 1.593  -0.456
C8 -1.244 -2.422 1.315  -0.268
C9 -1.223 -2.712 -0.193  -0.183
C10 -1.049 -1.360 -0.882  -0.266
N1 0.144 -0.807 -0.323  0.006
F1 1.784 4.407 -0.755  0.045
P1 0.220 -0.429 2.853  0.880
H1 -1.214 1.179 -1.582  0.101
H2 2.348 0.146 0.560  0.110
H3 -0.422 3.505 -1.763  0.117
H4 3.093 2.519 0.441  0.118
H5 -0.965 -3.311 1.885  0.114
H6 -2.256 -2.131 1.619  0.118
H7 -0.358 -3.334 -0.428  0.112
H8 -2.128 -3.222 -0.522  0.109
H9 -0.914 -1.496 -1.959  0.129
H10 -1.944 -0.740 -0.711  0.119
H11 0.905 0.545 2.095  -0.152

Its net charge is 0. Its electronic energy is -883.5171 Ha. The LUMO energy comes out at 0.2682 eV. The HOMO energy comes out at -7.8 eV. The HOMO-LUMO gap comes out at 0.2964 Eh. The strongest force on any atom comes out at 0.0749 Eh/bohr.

***

Entry from OMol25: a molecular structure, C53H40F6N2O5P2RuS6Si (ωB97M-V/def2-TZVPD).

Each line ends with the Mulliken spin population.
CARTESIAN COORDINATES (ANGSTROEM)
Ru1 -0.422 0.409 -0.171  0.993
C1 -0.424 4.031 -0.607  -0.015
Si1 0.344 2.616 0.346  -0.021
C2 -0.064 3.000 2.141  0.013
C3 0.293 4.237 2.695  -0.002
C4 -0.051 4.570 3.992  0.000
C5 -0.759 3.661 4.772  -0.001
C6 -1.125 2.440 4.239  0.000
C7 -0.801 2.118 2.916  -0.003
P1 -1.281 0.510 2.194  0.037
C8 -3.112 0.595 2.060  -0.007
C9 -3.855 1.508 2.813  -0.003
C10 -5.233 1.586 2.723  0.003
C11 -5.906 0.731 1.861  -0.001
C12 -5.198 -0.179 1.104  0.002
C13 -3.810 -0.245 1.190  -0.007
C14 -1.089 -0.562 3.660  -0.021
C15 0.182 -0.703 4.216  -0.006
C16 0.374 -1.498 5.332  0.001
C17 -0.704 -2.164 5.903  -0.001
C18 -1.969 -2.020 5.359  0.001
C19 -2.164 -1.224 4.238  -0.001
C20 2.187 2.784 0.003  -0.008
C21 2.840 4.019 0.066  -0.001
C22 4.126 4.176 -0.422  0.000
C23 4.770 3.102 -1.026  -0.001
C24 4.141 1.871 -1.092  -0.001
C25 2.864 1.706 -0.552  0.000
P2 2.055 0.076 -0.443  0.024
C26 2.831 -0.914 -1.759  0.015
C27 2.895 -0.419 -3.063  -0.001
C28 3.301 -1.234 -4.106  -0.001
C29 3.635 -2.561 -3.861  0.001
C30 3.606 -3.051 -2.565  0.000
C31 3.209 -2.231 -1.517  0.003
C32 2.944 -0.615 1.020  -0.022
C33 2.226 -1.313 1.976  0.028
C34 2.872 -1.953 3.032  0.001
C35 4.245 -1.860 3.161  0.000
C36 4.978 -1.138 2.221  0.000
C37 4.335 -0.535 1.157  -0.002
H1 0.354 4.736 -0.908  -0.002
H2 -1.165 4.543 0.006  0.000
H3 -0.925 3.685 -1.512  0.007
H4 0.857 4.948 2.102  0.000
H5 0.240 5.529 4.402  0.000
H6 -1.025 3.905 5.793  0.000
H7 -1.660 1.729 4.858  0.000
H8 -3.345 2.197 3.469  0.000
H9 -5.769 2.327 3.300  0.000
H10 -6.983 0.787 1.764  -0.001
H11 -5.693 -0.861 0.423  0.000
H12 -2.271 -1.218 0.501  0.000
H13 1.019 -0.173 3.783  -0.002
H14 1.366 -1.602 5.755  0.000
H15 -0.556 -2.792 6.773  0.000
H16 -2.814 -2.530 5.804  0.000
H17 -3.153 -1.120 3.816  -0.003
H18 2.332 4.881 0.484  0.000
H19 4.617 5.140 -0.358  0.000
H20 5.757 3.227 -1.453  0.000
H21 4.639 1.042 -1.579  0.000
H22 2.626 0.613 -3.258  -0.002
H23 3.340 -0.834 -5.111  0.000
H24 3.921 -3.209 -4.680  0.000
H25 3.888 -4.077 -2.363  0.000
H26 3.210 -2.618 -0.506  0.000
H27 1.151 -1.398 1.884  -0.035
H28 2.285 -2.537 3.729  0.000
H29 4.751 -2.351 3.983  0.000
H30 6.055 -1.063 2.313  0.000
H31 4.921 0.001 0.422  0.000
F1 -3.570 -3.427 2.068  0.000
C38 -3.940 -4.400 1.227  0.000
F2 -3.780 -5.567 1.850  0.000
F3 -5.241 -4.242 0.954  0.000
S1 -2.955 -4.345 -0.367  0.000
O1 -3.235 -1.168 0.388  -0.002
O2 -3.349 -5.616 -0.987  0.000
N1 -1.485 -4.583 0.320  0.004
S2 -0.497 -3.553 0.889  0.008
O3 -0.424 -2.233 0.232  -0.045
O4 -0.368 -3.489 2.322  -0.002
C39 1.037 -4.423 0.342  0.001
F4 1.287 -4.177 -0.947  0.000
F5 2.087 -4.007 1.062  0.000
F6 0.929 -5.738 0.507  0.000
O5 0.333 0.707 -2.092  0.059
C40 -0.195 0.567 -3.386  -0.012
C41 0.020 -0.867 -3.881  0.000
C42 0.126 -1.957 -3.074  -0.005
C43 0.129 -3.193 -3.787  0.001
C44 0.011 -3.017 -5.128  0.000
S3 -0.100 -1.356 -5.529  0.000
C45 0.521 1.616 -4.234  0.001
C46 0.698 1.758 -5.578  -0.001
C47 1.354 2.973 -5.929  0.000
C48 1.653 3.731 -4.839  0.000
S4 1.153 2.975 -3.391  0.000
C49 -1.704 0.798 -3.457  -0.001
C50 -2.682 -0.094 -3.134  0.010
C51 -3.991 0.444 -3.263  0.001
C52 -3.979 1.737 -3.685  -0.001
S5 -2.385 2.303 -3.932  0.000
H32 0.199 -1.887 -1.999  0.006
H33 0.205 -4.158 -3.309  0.000
H34 -0.008 -3.762 -5.908  0.000
H35 0.369 1.038 -6.312  0.000
H36 1.586 3.258 -6.946  0.000
H37 2.143 4.691 -4.809  0.000
H38 -2.478 -1.104 -2.807  -0.002
H39 -4.892 -0.108 -3.037  0.000
H40 -4.816 2.395 -3.856  0.000
S6 -3.942 3.546 -0.343  0.043
C53 -2.911 2.305 -0.485  0.063
N2 -2.169 1.399 -0.569  -0.089

The expectation value of S² is 0.7584. Its multiplicity is 2. Its net charge is -1. Its electronic energy is -6584.9462 Ha. The LUMO energy (alpha / beta) comes out at 2.1470 / 1.3660 eV. The HOMO energy (alpha / beta) comes out at -5.5 / -5.4 eV. The HOMO-LUMO gap (alpha / beta) comes out at 0.2800 / 0.2493 Eh. The strongest force on any atom comes out at 0.0346 Eh/bohr.

***

Entry from OMol25: C18H17N3O9S in the gas phase (ωB97M-V/def2-TZVPD).

Each line ends with the Löwdin charge.
CARTESIAN COORDINATES (ANGSTROEM)
O1 -2.112 4.313 0.616  0.124
C1 -1.324 3.471 0.271  -0.478
O2 -1.602 2.558 -0.669  0.107
H1 -2.472 2.718 -1.066  0.137
C2 0.042 3.307 0.832  -0.097
C3 0.933 2.430 0.226  0.054
C4 2.217 2.260 0.735  -0.252
C5 2.593 2.985 1.863  0.067
C6 1.699 3.865 2.467  -0.113
C7 0.418 4.035 1.955  0.060
H2 -0.280 4.718 2.413  0.130
C8 2.166 4.610 3.663  -0.487
O3 3.257 4.483 4.160  0.110
O4 1.249 5.450 4.154  0.119
H3 1.606 5.916 4.927  0.137
H4 3.581 2.881 2.287  0.129
N1 3.076 1.351 0.143  -0.047
H5 4.016 1.320 0.507  0.125
S1 2.987 0.892 -1.482  0.677
O5 2.590 1.997 -2.295  -0.257
O6 4.238 0.244 -1.725  -0.278
C9 1.685 -0.326 -1.453  -0.279
C10 0.479 -0.078 -2.063  0.014
C11 -0.539 -1.026 -2.001  -0.070
C12 -0.377 -2.231 -1.270  -0.132
N2 -1.403 -3.082 -1.036  -0.077
C13 -2.779 -2.669 -0.875  -0.121
H6 -2.856 -1.582 -0.859  0.131
C14 -3.295 -3.189 0.479  -0.177
H7 -4.364 -2.994 0.569  0.131
O7 -3.133 -4.577 0.626  -0.122
C15 -1.779 -4.940 0.506  -0.183
H8 -1.740 -6.025 0.615  0.130
H9 -1.188 -4.470 1.307  0.130
C16 -1.241 -4.510 -0.861  -0.111
H10 -0.201 -4.802 -0.987  0.121
H11 -1.839 -5.005 -1.637  0.141
H12 -2.760 -2.664 1.286  0.132
H13 -3.392 -3.060 -1.696  0.132
C17 0.910 -2.475 -0.735  0.019
C18 1.912 -1.542 -0.821  -0.034
H14 2.884 -1.727 -0.393  0.122
H15 1.096 -3.395 -0.204  0.112
N3 -1.681 -0.783 -2.833  -0.361
O8 -2.235 -1.747 -3.328  0.083
O9 -2.002 0.370 -3.034  0.087
H16 0.326 0.829 -2.628  0.132
H17 0.629 1.897 -0.655  0.083

Its net charge is 0. Its electronic energy is -1935.6756 Ha. The LUMO energy comes out at -0.7500 eV. The HOMO energy comes out at -8.8 eV. As for the SMILES: O=C(O)c1cc(NS(=O)(=O)c2ccc(N3CCOCC3)c([N+](=O)[O-])c2)cc(C(=O)O)c1. The HOMO-LUMO gap comes out at 0.2951 Eh. The strongest force on any atom comes out at 0.0249 Eh/bohr.

***

Looking at energy relative to the best compared isomer or geometry (same formula, charge and spin) for the records above, in order, we have 73.3, 29.1, 0.0, 0.3 kcal/mol.